a:
The following is a quantum chemistry calculation of a 2-piece molecular cluster, C7H15NO overall, from the OMol25 dataset.

SMILES: [H]/N=C(/C)C(C)C.CC=O
Kohn-Sham gap, eV: 9.955
HOMO, eV: -9.1
LUMO level, hartree: 0.0311

```
! wB97M-V def2-TZVPD RIJCOSX def2/J DEFGRID3
* xyz 0 1
H 1.9895 -1.2405 -0.0140
N 1.3392 -1.6434 -0.7261
C 0.1584 -1.2402 -0.6627
C -0.7852 -1.5516 -1.7801
C -0.4382 -0.4607 0.5750
C -0.8253 -1.5271 1.6090
C -1.6412 0.4161 0.2372
H -1.1068 -0.6361 -2.2720
H -0.2812 -2.1886 -2.5013
H -1.6699 -2.0614 -1.4020
H 0.3367 0.1548 1.0390
H -1.2225 -1.0604 2.5081
H 0.0435 -2.1211 1.8869
H -1.5822 -2.1992 1.2030
H -1.4018 1.1243 -0.5551
H -2.4899 -0.1844 -0.0902
H -1.9535 0.9784 1.1169
C 1.3663 2.7171 0.2549
C 2.0163 1.5217 -0.3625
O 2.7121 0.7277 0.2214
H 1.7650 3.6138 -0.2157
H 0.2964 2.6994 0.0517
H 1.5517 2.7522 1.3252
H 1.8228 1.4091 -1.4466
*
```

Atom charges from the Mulliken analysis, given in e for atoms 1 to 6: 0.32 -0.71 0.52 -1.31 1.07 -1.58

b:
The following is a quantum chemistry calculation of one molecule with the formula C7H15NO, from the OMol25 dataset.

SMILES: C=C(C)[C@H](C)[C@H](N)OC
Kohn-Sham gap, eV: 10.095
HOMO, eV: -9.1
LUMO level, hartree: 0.0357

```
! wB97M-V def2-TZVPD RIJCOSX def2/J DEFGRID3
* xyz 0 1
C 0.3738 1.5678 1.6227
C 0.2056 1.2492 0.3242
C 0.9427 2.0598 -0.7194
C -0.8657 0.2719 -0.2209
C -1.8408 -0.2961 0.8261
C -0.2392 -0.8134 -1.1419
N -1.2350 -1.6673 -1.7438
O 0.7053 -1.7065 -0.4521
C 1.6186 -1.4031 0.5701
H -0.0663 1.0006 2.4358
H 1.0592 2.3562 1.9267
H 1.8431 1.5268 -1.0395
H 1.2444 3.0431 -0.3430
H 0.3265 2.2490 -1.6032
H -1.4836 0.8992 -0.8813
H -2.7685 -0.6279 0.3462
H -2.1602 0.4635 1.5451
H -1.4073 -1.1400 1.3699
H 0.3389 -0.3633 -1.9544
H -1.5267 -2.3187 -1.0143
H -0.7764 -2.2623 -2.4303
H 2.2166 -0.4974 0.4348
H 2.3959 -2.1739 0.6099
H 1.0990 -1.4171 1.5327
*
```

Atom charges from the Mulliken analysis, given in e for atoms 1 to 6: -1.05 0.60 -1.45 0.77 -1.84 -0.16

c:
The following is a quantum chemistry calculation of a 2-piece molecular cluster, C7H15NO overall, from the OMol25 dataset.

SMILES: C1CCCC1.CC(N)=O
Kohn-Sham gap, eV: 10.761
HOMO, eV: -10.0
LUMO level, hartree: 0.0291

```
! wB97M-V def2-TZVPD RIJCOSX def2/J DEFGRID3
* xyz 0 1
C 0.9892 0.0069 -2.2911
C -0.2967 -0.4997 -1.6375
C 0.2284 -1.3176 -0.4508
C 1.4831 -0.5490 0.0391
C 1.8229 0.4621 -1.0866
H 0.8246 0.8114 -3.0335
H 1.4930 -0.8315 -2.8095
H -0.9409 -1.0882 -2.3188
H -0.8892 0.3623 -1.2750
H 0.5202 -2.3236 -0.8091
H -0.5265 -1.4506 0.3478
H 2.3244 -1.2466 0.2151
H 1.2796 -0.0204 0.9902
H 1.4994 1.4782 -0.7892
H 2.9072 0.5048 -1.3055
C -0.7419 0.4925 2.6659
C -1.2437 1.0262 1.3421
N -2.4596 0.5380 0.9533
O -0.6212 1.8309 0.6631
H 0.2396 0.9436 2.8895
H -0.6252 -0.6037 2.6297
H -1.4394 0.7453 3.4821
H -2.9779 -0.1350 1.5234
H -2.8495 0.8637 0.0654
*
```

Atom charges from the Mulliken analysis, given in e for atoms 1 to 6: -0.71 -0.37 -0.66 -0.19 -0.58 0.33

Bottom line: c, by a margin of 31.3 kcal/mol.

a:
The following is a quantum chemistry calculation of a 2-piece molecular cluster, C6H4IN4O2 overall, from the OMol25 dataset.

Kohn-Sham gap, eV: 6.187
HOMO, eV: -2.9
LUMO level, hartree: 0.1201

```
! wB97M-V def2-TZVPD RIJCOSX def2/J DEFGRID3
* xyz -1 1
C 0.5544 -0.6515 -1.6921
C 2.5424 -1.3698 -0.8654
C 0.1542 -0.2910 -0.4256
C 1.1068 -0.5365 0.6059
C -2.5215 2.6386 -0.2788
C -1.0360 0.3246 0.1582
N 1.7694 -1.1706 -1.9109
N 2.2928 -1.1017 0.4152
N 0.6287 -0.0517 1.7711
N -0.6518 0.5343 1.4320
O -2.8636 2.6765 0.8173
O -2.2427 2.7461 -1.3871
I -2.6948 -1.6860 0.1168
H -0.0860 -0.5468 -2.5590
H 3.5128 -1.8117 -1.0674
H 0.8343 -0.4104 2.6895
H -1.2992 0.7076 2.1802
*
```

Atom charges from the Mulliken analysis, given in e for atoms 1 to 6: -0.39 -0.02 1.14 0.53 0.79 -1.31

b:
The following is a quantum chemistry calculation of a 2-piece molecular cluster, C6H4IN4O2 overall, from the OMol25 dataset.

Kohn-Sham gap, eV: 5.539
HOMO, eV: -3.7
LUMO level, hartree: 0.0681

```
! wB97M-V def2-TZVPD RIJCOSX def2/J DEFGRID3
* xyz -1 1
C -0.5400 -1.8876 0.8602
C -0.5637 -2.8204 -1.2216
C -0.1797 -0.6706 0.2850
C -0.0362 -0.6717 -1.1307
C 0.1349 1.2878 1.9859
C 0.1256 0.6655 0.6612
N -0.7219 -2.9519 0.0844
N -0.2260 -1.7355 -1.9094
N 0.3220 0.5799 -1.4842
N 0.4227 1.3864 -0.4191
O -0.1360 0.6988 3.0088
O 0.4733 2.5851 1.9868
I 1.1794 5.4087 -1.4914
H -0.6798 -2.0139 1.9235
H -0.7228 -3.7107 -1.8176
H 0.5083 0.9485 -2.4026
H 0.6398 2.9015 1.0807
*
```

Atom charges from the Mulliken analysis, given in e for atoms 1 to 6: -0.16 -0.07 0.81 0.27 0.16 0.26

Bottom line: b, by a margin of 54.8 kcal/mol.

a:
The following is a quantum chemistry calculation of a 40-piece molecular cluster, H80O40 overall, from the OMol25 dataset.

Kohn-Sham gap (spin up / spin down), eV: 9.013 / 3.063
HOMO (spin up / spin down), eV: -12.6 / -12.6
LUMO level (spin up / spin down), hartree: -0.1300 / -0.3487

```
! wB97M-V def2-TZVPD RIJCOSX def2/J DEFGRID3
* xyz 1 2
H 2.8922 2.8132 0.7878
H 1.9640 3.7819 1.1148
O 2.9124 3.6282 1.2991
H -3.8584 -2.2756 0.7949
H -4.1145 -1.3926 2.0143
O -4.5084 -2.0504 1.4400
H 0.0648 3.1180 3.7893
H 0.5797 4.1768 5.0381
O 0.0939 3.3669 4.7470
H -0.4974 0.0918 -1.9395
H 0.4101 1.2762 -2.2457
O -0.5103 1.1008 -2.0096
H 5.1375 2.0648 2.0708
H 5.8762 1.4894 0.9382
O 5.9796 1.6102 1.8979
H -1.4918 1.5681 -0.3573
O -1.6485 1.0662 0.4221
H -0.0240 -2.7768 5.1227
O -0.2097 -3.6003 4.7227
H -4.1051 1.0135 3.4422
H -3.1457 0.1230 4.0719
O -4.0612 0.0840 3.7383
H -1.1330 5.8444 -1.0311
H 0.3581 6.2527 -1.0145
O -0.3292 5.8685 -1.5868
H -2.6077 -0.5666 5.8478
H -1.3200 -0.4767 5.0738
O -2.0455 -1.0931 5.2197
H -3.7237 0.4877 1.5296
H -4.0695 -0.6881 0.5493
O -4.3254 0.1765 0.8683
H 0.6728 1.8733 -0.6512
O 1.2312 1.2246 -0.2460
H 2.8096 -3.4389 1.4466
H 1.3219 -3.6637 2.2383
O 1.9063 -3.1422 1.5996
H 3.2983 4.6783 3.7097
H 2.6862 3.4062 3.0753
O 2.6171 4.0167 3.8293
H 1.0642 -0.6194 2.8089
H 1.3660 -0.9857 1.4455
O 1.3645 -0.1574 2.0132
H -2.4209 1.0699 -3.0794
H -2.6551 2.5545 -3.7108
O -2.9673 1.6718 -3.5899
H 2.7638 5.0080 -1.9764
H 3.4087 3.8235 -2.8550
O 3.5289 4.4500 -2.1438
H 0.6410 -3.6379 -0.0571
H 0.2215 -2.8702 -1.1843
O 0.5548 -3.7559 -1.0245
H 0.0802 -5.0899 -3.9252
O -0.8423 -4.9948 -4.1690
H -3.1749 -2.8515 -2.6992
H -2.5430 -2.9940 -4.0772
O -3.1710 -2.4631 -3.5897
H 5.1978 3.4744 -1.1071
O 4.9200 2.5856 -0.7713
H 4.4061 -3.1545 -2.2667
H 5.4399 -3.6839 -1.3876
O 4.8495 -3.9791 -2.1000
H 0.9038 -5.8698 -1.1100
H -0.1244 -6.8326 -1.0077
O 0.7929 -6.7393 -0.6684
H -2.6429 -3.3883 2.6651
H -3.8868 -3.9700 3.4263
O -3.1391 -4.1983 2.8683
H 1.1429 -0.1247 5.7845
H 1.6886 0.0518 4.3843
O 0.8773 -0.1834 4.8638
H 1.4428 -0.8675 -3.9041
H 1.7962 0.4154 -4.7498
O 1.0740 -0.1730 -4.4478
H 1.4562 -4.3057 -2.4697
H 1.8122 -3.3820 -3.6812
O 2.1139 -4.1359 -3.2048
H -3.3290 2.8151 0.4065
H -3.6174 2.8020 -1.1596
O -2.9988 3.0271 -0.4550
H -1.2943 -2.1859 -2.9278
H -0.6654 -1.1362 -3.8647
O -0.7481 -1.3730 -2.9281
H -3.3129 5.0402 -1.5641
H -3.1399 5.3600 -0.0658
O -3.0775 5.7139 -0.9525
H 0.3083 4.4714 -1.7845
H 0.1055 3.2042 -2.7650
O 0.7776 3.6714 -2.2221
H -0.9414 -4.7976 2.0138
O -0.6350 -3.9163 1.6688
H -3.5500 -0.4512 -1.2280
H -2.1257 -0.7605 -1.6855
O -2.7094 -0.7361 -0.9027
H -1.3067 -5.3219 -3.3495
H -1.5994 0.1187 0.2067
H 4.0386 2.6621 -1.1291
H 0.4380 -4.2711 4.7997
H 1.1051 1.1966 0.7241
H -1.1361 -3.2859 2.1681
O -2.1237 -1.7025 2.5541
H -1.2129 -1.3465 2.5511
H -2.0741 -1.4661 3.5305
O -0.5560 3.8071 -4.3881
H -0.6554 4.7417 -4.1549
H -0.2837 3.9952 -5.2999
O -0.4648 0.8009 -6.6964
H -0.0850 0.8905 -5.8247
H -1.0507 0.0322 -6.6959
O -2.1281 -4.5278 -1.8596
H -1.9020 -4.0046 -1.1114
H -2.6121 -5.2739 -1.4718
O -0.5297 5.3924 2.7862
H -0.7922 4.5051 2.5337
H 0.2377 5.1125 3.3254
O 4.0714 -0.3952 -1.2946
H 3.2098 -0.1201 -1.0600
H 4.5611 0.1710 -1.9156
O 3.5715 -0.9028 3.8047
H 3.4640 -1.8328 3.5939
H 4.3459 -0.4574 3.4293
*
```

Atom charges from the Mulliken analysis, given in e for atoms 1 to 6: 0.30 0.33 -0.70 0.36 0.46 -0.58

b:
The following is a quantum chemistry calculation of a 40-piece molecular cluster, H80O40 overall, from the OMol25 dataset.

Kohn-Sham gap (spin up / spin down), eV: 8.156 / 2.128
HOMO (spin up / spin down), eV: -11.9 / -11.9
LUMO level (spin up / spin down), hartree: -0.1379 / -0.3595

```
! wB97M-V def2-TZVPD RIJCOSX def2/J DEFGRID3
* xyz 1 2
H 5.3030 0.4161 -3.8391
H 5.5877 -1.1257 -3.8112
O 5.8116 -0.2874 -3.4132
H -4.8806 2.2690 0.4341
H -5.2238 1.0971 1.0101
O -5.7306 1.7541 0.4976
H 0.1125 1.4627 -5.1276
H -0.9652 1.8394 -6.0015
O 0.0020 1.7185 -6.1058
H 3.2067 -0.3952 -0.3486
H 3.4011 -0.9338 1.2565
O 3.0737 -1.0701 0.3756
H 2.0044 4.6701 1.5263
H 1.8072 6.0269 2.2925
O 2.4416 5.3578 2.0386
H -3.5688 2.3333 -3.1850
O -2.8439 3.0029 -3.0750
H 0.7199 2.1369 4.1008
O 0.1396 2.0552 4.8521
H 4.0372 0.7221 -1.4698
H 2.6604 1.2975 -1.6168
O 3.1257 0.4302 -1.7097
H 1.2376 -1.1363 -0.1757
H 0.6545 -1.9782 -1.3444
O 0.5078 -1.1893 -0.8057
H 1.3915 -1.1537 3.7923
H 0.0516 -2.0804 3.5554
O 0.7666 -1.5920 3.1185
H -2.6672 1.5106 4.4200
H -3.5583 0.3044 4.7143
O -2.7494 0.7356 4.9822
H -4.4069 -3.4020 0.8290
O -4.6985 -2.4964 0.9131
H -2.3730 1.0739 -6.0697
H -2.9197 0.6373 -4.7885
O -2.3406 1.3600 -5.1190
H -4.2692 -2.4198 4.4322
H -4.6523 -1.1560 3.7933
O -4.2625 -1.4638 4.6178
H 3.3113 1.4386 2.6744
H 1.8604 1.2738 1.9825
O 2.3699 1.2557 2.7892
H 1.6525 -3.6215 -2.5305
H 0.6729 -4.3835 -3.4517
O 0.7145 -3.7120 -2.7712
H 0.4889 2.7065 1.9202
H -0.4943 3.9659 1.2727
O -0.0449 3.4897 1.9620
H -1.5523 0.9002 -1.0215
H -2.5005 2.1513 -1.5002
O -2.3707 1.3938 -0.9229
H 0.5799 3.2137 -6.1044
O 1.3203 3.8188 -5.8499
H -0.7750 -4.5108 1.3477
H -1.4397 -3.2171 1.8682
O -1.6304 -4.1003 1.4971
H 0.3419 0.3227 1.0819
O -0.0084 0.6861 1.9102
H -2.4004 -1.2733 -1.8558
H -3.3349 -2.4383 -2.3159
O -2.4559 -2.0320 -2.4446
H 1.4364 -1.0315 5.7375
H 2.6820 -1.7123 5.9769
O 2.1394 -1.4534 5.2165
H 4.9397 0.7750 3.9433
H 5.5782 -0.2667 3.7919
O 5.5365 0.4856 3.1557
H 3.5057 2.9625 4.4213
H 4.1344 3.3818 3.1144
O 4.3646 3.1790 4.0335
H 0.2026 -0.2543 -2.9777
H -0.7227 -1.0595 -3.7290
O -0.5139 -0.1226 -3.6209
H 1.4414 4.8154 -4.0698
H 0.4465 4.3025 -2.9616
O 1.3488 4.2545 -3.2926
H -5.6583 -2.2883 -2.2217
H -5.1337 -3.6665 -1.4710
O -5.8237 -3.1892 -1.9309
H 3.8693 -1.8431 -3.2480
H 2.2644 -1.5208 -3.1362
O 2.9972 -1.8333 -3.6569
H -1.9392 2.7361 1.8979
H -3.2174 3.3437 1.2965
O -2.9037 2.8008 2.0450
H 2.4053 -3.4542 0.2724
H 2.7742 -5.0289 0.0972
O 2.3017 -4.2653 -0.2205
H -2.4746 -2.8617 4.5100
O -2.4803 -3.3783 3.6820
H -6.2814 0.5446 -1.9671
H -5.2317 1.3408 -1.8985
O -5.5700 0.7512 -2.5958
H 1.9941 3.1707 -5.5764
H -2.5244 3.2834 -3.9517
H 0.0304 -0.0386 2.5460
H -0.7916 1.9603 5.0006
H -4.0006 -1.8509 1.0501
H -2.2482 -4.2890 3.8757
O -0.4686 -0.8669 4.8374
H 0.0643 -0.0497 4.8169
H -1.4428 -0.8322 4.6356
O -2.4226 -0.6984 0.8396
H -1.8982 -0.3433 1.5936
H -2.9773 0.0878 0.7351
O 2.6394 -2.9344 2.0918
H 1.8751 -3.3602 2.4935
H 2.6869 -2.0057 2.2975
O -1.4643 -5.7232 -1.3870
H -1.3314 -5.6000 -0.4576
H -1.2817 -4.9316 -1.9079
O 2.5198 0.7410 -5.0597
H 1.5693 0.5712 -5.1219
H 2.7734 1.1997 -5.8685
O 5.7374 1.2361 0.4160
H 6.5869 1.4798 0.0553
H 5.6959 0.7490 1.2382
O 0.8850 1.8540 -1.9736
H -0.0371 2.0718 -2.1476
H 1.0717 1.7300 -2.9457
*
```

Atom charges from the Mulliken analysis, given in e for atoms 1 to 6: 0.31 0.29 -0.62 0.27 0.32 -0.65

Bottom line: a, by a margin of 32.2 kcal/mol.